(1)
58
Properties=species:S:1:pos:R:3:forces:R:3:mulliken_spin:R:1 method="wB97M-V/def2-TZVPD" charge=-2 orbital_gap_ev="6.118 / 6.116" multiplicity=2
Co -0.32443 0.81798 -0.14042 0.76 -0.12 1.09 1.03
O -2.83226 1.32247 -0.86682 -0.04 0.14 -0.11 0.00
C -3.32511 1.61300 0.42208 0.02 0.00 -0.09 0.00
C -2.53464 2.73554 1.07764 -0.16 0.03 0.08 -0.01
N -1.06311 2.57214 1.03454 0.05 -0.11 -0.59 -0.03
C -0.46059 3.84868 0.62825 -0.15 0.20 0.13 0.01
C -0.92395 4.41077 -0.74347 0.75 -0.30 -0.44 0.00
O -0.52322 5.56399 -0.97110 -0.21 0.11 0.17 0.00
O -1.55481 3.64704 -1.51979 -0.29 -0.07 0.18 0.00
C -0.57217 2.13039 2.33928 0.02 -0.07 0.13 0.02
C -1.09633 0.71002 2.64118 0.02 0.11 0.03 0.00
O -1.38903 0.42880 3.80769 0.07 -0.03 -0.03 0.00
O -1.16521 -0.03859 1.61873 -0.08 0.00 -0.20 0.01
H -2.34918 2.12799 -1.20280 -0.13 -0.01 0.07 0.00
H -3.27630 0.69578 1.00855 -0.02 0.03 0.02 0.00
H -4.37591 1.94108 0.37642 0.01 0.01 0.00 0.00
H -2.86346 2.85621 2.11840 0.02 -0.06 0.00 0.00
H -2.77800 3.65706 0.55013 -0.01 -0.04 0.03 0.00
H 0.61809 3.72307 0.59005 0.00 0.06 -0.08 0.00
H -0.67275 4.63074 1.37147 -0.02 -0.06 0.08 0.00
H -0.87094 2.81539 3.14366 0.00 0.01 -0.04 0.00
H 0.52139 2.09317 2.30322 0.01 -0.01 0.03 0.00
S 3.07476 1.54817 -2.82145 0.04 0.00 -0.02 0.00
C 3.44940 2.40083 -1.38756 -0.04 -0.01 0.03 0.00
C 2.44747 2.31473 -0.46517 -0.04 0.00 0.10 0.00
C 1.31280 1.55693 -0.89466 -0.22 -0.09 -0.15 -0.07
C 1.55149 1.08345 -2.16105 -0.14 0.01 0.02 0.00
C 0.59167 0.20146 -2.78898 0.05 0.00 0.01 0.01
C 0.70356 -0.37140 -4.05403 0.00 -0.05 -0.02 0.00
C -0.29501 -1.21443 -4.49490 0.04 0.01 -0.02 0.00
C -1.38524 -1.47292 -3.67586 -0.04 -0.04 0.06 0.00
C -1.42670 -0.86811 -2.43201 0.05 0.00 0.01 0.01
N -0.46848 -0.05516 -2.00328 -0.22 0.22 -0.25 -0.01
H 4.39116 2.91965 -1.29452 0.00 0.00 0.00 0.00
H 2.54075 2.77738 0.50991 0.00 0.02 0.00 0.00
H 1.57821 -0.17208 -4.65818 0.00 0.01 0.00 0.00
H -0.21738 -1.68364 -5.46850 0.00 0.00 0.00 0.00
H -2.18114 -2.13809 -3.98117 0.00 0.00 -0.01 0.00
H -2.24660 -1.01992 -1.74310 -0.03 0.01 -0.01 0.00
C 2.54060 -0.89182 2.94238 0.02 0.02 0.05 0.00
C 1.84976 -2.20944 2.66136 -0.04 -0.01 0.00 0.00
O 2.37017 -2.80470 1.45571 -0.06 -0.04 -0.03 0.00
P 1.51977 -2.46933 0.11005 0.17 0.01 0.05 0.00
O 1.00807 -1.08218 0.20328 -0.03 0.10 -0.34 0.02
Te 2.82686 -3.19749 -1.73532 -0.02 0.02 0.05 0.00
O 0.22656 -3.43476 0.27471 -0.16 -0.04 0.01 0.00
C 0.36616 -4.84276 0.36470 0.07 0.02 0.00 0.00
C -1.01738 -5.43494 0.52504 -0.02 0.00 -0.02 0.00
H 2.16593 -0.45933 3.87381 -0.03 -0.01 -0.02 0.00
H 2.34318 -0.19810 2.12555 -0.01 -0.01 0.00 0.00
H 3.61975 -1.03573 3.02905 0.01 -0.01 -0.01 0.00
H 0.77080 -2.06070 2.57274 0.01 0.04 0.02 0.00
H 2.03622 -2.93647 3.45687 0.02 0.02 0.00 0.00
H 1.00330 -5.09225 1.22089 -0.01 -0.02 -0.01 0.00
H 0.86113 -5.21626 -0.53767 -0.02 -0.01 0.01 0.00
H -1.49631 -5.05689 1.42891 0.01 0.00 0.01 0.00
H -0.96167 -6.52498 0.58194 0.01 0.00 0.01 0.00
H -1.64168 -5.16143 -0.32639 0.00 0.00 -0.01 0.00

=====

(2)
49
Properties=species:S:1:pos:R:3:forces:R:3:mulliken_spin:R:1 method="wB97M-V/def2-TZVPD" charge=+4 orbital_gap_ev="5.206 / 4.283" multiplicity=8
I -0.74596 -4.07910 -1.01473 -0.03 0.13 -1.35 0.00
I -0.74001 -3.32686 -3.72649 0.07 -0.15 1.26 0.07
Y -0.05963 0.52772 -2.83331 -0.43 -4.06 -0.62 -0.06
Gd -0.28457 -0.02927 0.40077 -0.74 -0.96 -0.07 6.67
S 1.37064 -1.14502 -1.52614 -0.58 1.62 0.33 0.10
S -1.93009 -0.71535 -1.56132 0.61 1.23 0.20 0.20
C 1.92323 0.26352 1.51181 4.28 0.67 5.07 0.00
C 3.20099 -0.66339 -1.54453 -0.29 -0.89 0.13 0.02
C -3.43924 0.40515 -1.22224 0.28 -1.17 -0.28 0.03
C 3.63396 -1.01465 -2.97091 0.01 -0.22 0.34 0.00
C 3.53468 0.76487 -1.15871 -0.08 -0.22 0.10 0.00
C 3.66045 -1.69678 -0.50646 0.50 0.10 -0.38 0.00
C -4.09230 0.23291 -2.60359 -0.30 -0.01 0.55 0.00
C -3.23465 1.85800 -0.81892 0.12 -0.37 -0.11 -0.01
C -4.07384 -0.45298 -0.11976 -0.39 0.18 -0.36 0.00
C 1.64796 1.76942 -3.86004 5.73 3.90 -4.23 0.00
C -1.39896 2.26514 -3.70669 -4.60 5.49 -3.60 0.00
O 2.63880 0.35378 2.42425 -2.92 -0.37 -4.29 0.00
O 2.47207 2.28118 -4.48803 -3.82 -2.30 2.90 0.00
O -2.08392 3.01762 -4.25612 3.23 -3.47 2.54 0.00
H 3.22966 -0.29834 -3.70455 0.30 -0.19 0.16 0.00
H 3.27119 -2.02099 -3.23598 0.38 0.32 -0.02 0.00
H 4.73298 -0.98987 -2.98686 -0.27 -0.04 -0.31 0.00
H 3.15277 1.49974 -1.88163 0.23 -0.09 0.18 0.00
H 4.63633 0.81304 -1.15124 -0.35 0.29 0.06 0.00
H 3.16334 1.02133 -0.15438 0.36 0.05 -0.47 0.00
H 3.25931 -1.45374 0.48981 0.38 -0.19 -0.32 0.00
H 4.75345 -1.67935 -0.50017 -0.04 -0.22 0.32 0.00
H 3.29503 -2.69580 -0.79664 0.40 0.30 0.21 0.00
H -5.11774 0.60011 -2.49931 -0.01 -0.07 -0.48 0.00
H -4.08067 -0.83680 -2.87964 -0.37 0.54 -0.02 0.00
H -3.54021 0.79817 -3.37408 -0.44 -0.13 0.23 0.00
H -4.25936 2.25277 -0.70098 0.48 0.19 0.08 0.00
H -2.71835 2.45396 -1.58758 -0.27 -0.08 0.25 0.00
H -2.70591 1.97430 0.14519 -0.26 0.01 -0.16 0.01
H -5.10025 -0.09410 0.00237 0.03 -0.25 0.37 0.00
H -3.51443 -0.37405 0.83118 -0.34 0.10 -0.24 0.00
H -4.06739 -1.51429 -0.42442 -0.32 0.48 0.23 0.00
C -1.09561 0.69461 5.72018 -0.74 0.53 -0.72 0.00
N -0.00047 -0.00073 4.96648 0.33 0.02 1.13 0.00
C 1.09367 -0.69368 5.71495 0.81 -0.43 -0.76 0.00
C -0.07191 -0.02081 3.71184 -0.30 -0.18 3.94 -0.01
N -0.31842 -0.05158 2.59305 -0.68 -0.10 -2.96 -0.01
H -0.90635 0.57648 6.78327 -0.01 0.01 -0.11 0.00
H -2.06566 0.24269 5.43301 0.55 0.19 0.35 0.00
H -1.09789 1.76333 5.43111 0.04 -0.55 0.38 0.00
H 1.09851 -1.76435 5.42970 -0.06 0.57 0.35 0.00
H 2.06198 -0.24186 5.42466 -0.52 -0.21 0.41 0.00
H 0.91276 -0.57610 6.78180 0.02 0.00 -0.20 0.00

=====

(3)
9
Properties=species:S:1:pos:R:3:forces:R:3:mulliken_charge:R:1 method="wB97M-V/def2-TZVPD" smiles=Oc1cn[nH]n1 orbital_gap_ev=10.412 multiplicity=1
O 1.54775 1.20317 0.34045 0.20 0.24 -0.26 -0.51
C 0.55370 0.35692 0.02726 -0.27 0.21 0.23 0.62
N -0.51962 0.76426 -0.59178 0.05 0.34 0.70 -0.57
N -1.40167 -0.21497 -0.37449 0.59 -0.95 -0.25 0.15
N -0.85796 -1.33563 0.21193 -0.02 0.69 -1.11 -0.50
C 0.38474 -0.97694 0.47227 0.09 0.38 -0.35 -0.19
H 1.14477 2.08276 0.25491 0.44 -0.12 -0.06 0.36
H -2.06583 -0.28115 -1.13684 -0.35 -0.63 0.62 0.26
H 1.21411 -1.59844 0.79629 -0.73 -0.16 0.48 0.37

=====

(4)
36
Properties=species:S:1:pos:R:3:forces:R:3:mulliken_charge:R:1 method="wB97M-V/def2-TZVPD" smiles="C[C@H](C(=O)N[C@@](C)(CO)C(=O)O)[C@H](O)[C@@H](C)O" orbital_gap_ev=10.333 multiplicity=1
O -1.45234 0.78811 0.04721 1.52 -0.90 1.20 -0.83
O 2.86197 1.08368 -2.04514 -1.32 2.76 -0.45 -0.63
O 2.50021 3.36305 -2.36552 0.69 -2.84 0.30 -0.43
O -1.12186 3.33445 -0.78679 0.33 -0.13 0.15 -0.59
O 0.00504 -3.55713 0.03301 -0.20 -1.05 -1.21 -0.54
O -1.77995 -1.43420 2.45140 0.38 0.18 -0.34 -0.62
C -0.29910 0.28925 -0.01166 -1.99 2.22 -2.35 0.21
C 2.07537 2.03809 -2.16128 2.36 -1.23 -0.09 0.24
N 0.43493 0.62233 -1.13815 -0.33 0.14 0.75 -0.26
C -1.15581 -4.04160 2.03729 -2.05 -2.34 1.76 -1.49
C 0.58338 0.14175 2.38120 0.04 -1.04 -2.21 -1.56
C -0.35667 1.92970 -3.13253 -0.19 -0.65 -0.07 -1.42
C 0.25496 3.16860 -1.07365 -0.94 0.57 0.26 -1.02
C -0.28189 -3.02810 1.30206 -0.13 -3.87 3.32 0.33
C -1.01343 -1.74046 1.29458 0.80 2.45 -1.67 -0.05
C 0.19855 -0.67157 1.02239 -3.34 1.58 2.17 0.24
C 0.60328 1.84701 -1.94485 -1.80 2.69 2.21 1.13
H 3.48889 3.25815 -2.30288 -1.08 0.34 -0.29 0.37
H -1.41940 2.49153 -0.46524 -0.78 -0.90 0.69 0.45
H -0.27485 -4.53091 -0.06569 0.53 2.46 0.67 0.36
H -2.20218 -0.56595 2.27479 0.37 -0.73 0.01 0.42
H 1.26339 0.14494 -1.21740 2.34 -1.67 0.00 0.36
H -1.26106 -3.94713 3.19857 0.39 0.35 -2.18 0.28
H -2.21193 -3.96810 1.64102 0.94 -0.06 0.41 0.38
H -0.89646 -5.17681 1.92314 0.14 2.06 -0.17 0.39
H 1.56645 0.56486 2.18712 0.02 0.23 0.15 0.47
H 0.67498 -0.59968 3.14979 -0.02 -0.25 0.55 0.41
H -0.11638 0.91108 2.65823 -0.33 0.14 -0.03 0.31
H -0.26773 2.85392 -3.70271 0.22 0.03 0.15 0.38
H -1.36587 1.91975 -2.67568 0.52 -0.18 -0.54 0.36
H -0.21206 1.08051 -3.81658 -0.17 0.19 0.28 0.37
H 0.30080 4.01057 -1.70627 1.33 0.76 -1.20 0.49
H 0.90140 3.45617 -0.19462 -0.35 -1.19 -0.59 0.33
H 0.63855 -3.02272 1.95387 -0.35 0.58 -0.91 0.10
H -1.70691 -1.78166 0.41720 0.65 0.21 0.45 0.36
H 1.04373 -1.23148 0.83377 1.80 -0.89 -1.20 0.70

=====

(5)
43
Properties=species:S:1:pos:R:3:forces:R:3:mulliken_spin:R:1 method="wB97M-V/def2-TZVPD" charge=+2 orbital_gap_ev="5.829 / 5.767" multiplicity=5
C 0.46104 3.30450 -1.92925 2.26 0.24 -0.22 0.12
C -0.82762 2.97582 -1.51769 -0.97 0.06 0.06 0.33
C -1.02432 1.82251 -0.73119 0.65 -1.01 0.93 0.11
C 0.07046 1.12429 -0.23604 -1.91 -0.81 -0.55 0.47
C 1.37266 1.52918 -0.57613 0.80 -0.35 0.90 0.20
C 1.56050 2.60071 -1.45045 -0.32 1.46 -1.30 0.10
C -2.40408 1.35410 -0.37806 -0.36 0.13 0.21 0.01
C -2.51995 -0.02980 0.22854 -0.43 0.11 0.59 0.07
N -1.94910 -1.17058 -0.48027 -2.08 -0.68 -1.80 0.57
Pt -0.15191 -0.53268 1.08964 0.38 -0.66 0.80 0.89
C 2.52661 0.78673 0.03783 -0.01 -0.32 -0.35 0.02
P 1.98890 -0.87389 0.61668 1.89 0.17 -0.11 0.26
H -1.68605 3.59644 -1.81512 0.43 -0.26 0.06 -0.01
H 2.57594 2.84617 -1.75583 -0.26 0.17 -0.06 0.00
H 0.62333 4.12861 -2.61676 -0.08 -0.05 0.14 0.01
H 2.93919 1.30335 0.92998 -0.20 0.05 -0.47 0.04
H 3.33269 0.63172 -0.68513 0.18 0.45 0.06 0.02
H -2.80829 2.03400 0.39120 -0.04 -0.10 -0.23 0.01
H -3.08298 1.43415 -1.22580 -0.04 0.08 -0.16 0.01
H -1.98619 -0.08630 1.24502 -1.24 0.47 -0.49 0.04
C 3.17878 -1.30513 1.87983 0.60 -0.25 0.09 0.02
C 2.27897 -1.99215 -0.77075 0.12 -0.39 -0.23 0.05
H -3.55409 -0.26416 0.50564 -0.02 0.11 -0.32 0.02
C -1.50527 -1.11395 -1.90344 0.30 0.18 0.23 -0.04
C -2.60793 -2.47402 -0.17843 0.18 -0.12 0.11 0.02
H -0.61406 -1.35394 2.55933 0.33 -0.91 -1.75 0.03
H -2.22940 -1.66005 -2.53631 0.34 0.29 0.39 0.02
H -1.38541 -0.08600 -2.27176 -0.12 -0.42 0.33 0.02
H -0.52169 -1.61558 -1.97756 -0.46 0.11 0.07 0.04
H -3.07414 -2.86887 -1.10095 0.33 0.21 0.49 0.02
H -1.86346 -3.19223 0.19195 -0.06 0.15 -0.23 0.01
H -3.38338 -2.37474 0.58826 0.31 0.19 -0.12 0.01
H 3.35836 -2.18279 -0.87362 -0.31 0.04 -0.08 0.01
H 1.76626 -2.94423 -0.56748 0.22 0.22 -0.07 0.01
H 1.88363 -1.58377 -1.71265 0.14 -0.04 0.31 -0.01
H 4.18783 -1.28515 1.44219 -0.16 -0.08 0.24 0.01
H 3.13942 -0.60184 2.71937 -0.08 -0.16 -0.16 0.00
H 2.96763 -2.31842 2.24276 0.09 0.21 -0.01 0.00
H -0.42971 -2.06576 1.71747 -0.40 -0.13 1.04 0.13
C -0.14351 0.96117 2.54354 -0.07 1.21 1.60 0.39
H -1.14888 1.41090 2.54954 0.51 -0.01 0.25 0.00
H 0.62293 1.72057 2.33380 -0.30 -0.26 0.10 0.00
H 0.06631 0.41111 3.47809 -0.12 0.70 -0.31 0.00

=====

(6)
8
Properties=species:S:1:pos:R:3:forces:R:3:mulliken_charge:R:1 method="wB97M-V/def2-TZVPD" charge=+2 orbital_gap_ev=7.916 multiplicity=1
C -0.34334 0.50492 -1.33796 1.52 0.43 0.07 0.07
F 0.90607 0.95158 -1.45322 -1.43 -0.39 -0.04 -0.14
H -0.53440 -0.18687 -2.17532 0.24 -0.14 0.23 0.35
C -0.69418 -0.44695 1.25295 1.02 0.13 0.14 -0.13
O 0.20906 -0.78421 0.44589 -0.97 1.11 -0.04 -0.41
Mg -1.73719 1.21181 0.25255 0.18 -0.72 0.03 0.89
Cu 2.77137 -0.39639 0.73523 -0.37 -0.30 -0.06 0.95
H -0.57741 -0.85389 2.27987 -0.20 -0.12 -0.33 0.43

=====

(7)
13
Properties=species:S:1:pos:R:3:forces:R:3:mulliken_charge:R:1 method="wB97M-V/def2-TZVPD" smiles="OC1=NN=CC1.O" orbital_gap_ev=9.128 multiplicity=1
C 1.25084 0.70938 -0.71497 -0.42 1.11 2.71 -0.33
C 1.81378 -0.61064 -0.36838 -0.83 -3.67 -0.61 -0.18
C -0.26946 0.26669 -0.61518 1.20 1.83 -0.13 0.54
N 0.84006 -1.52776 -0.29825 2.86 0.83 0.01 -0.42
N -0.43941 -0.99904 -0.56099 1.01 1.18 -0.42 -0.31
O -1.22927 1.23351 -0.51401 1.09 -0.40 -1.16 -0.51
O -1.63764 -0.29184 1.42328 -3.38 -5.30 3.97 -0.74
H 1.74073 1.42738 0.09874 -1.84 -1.12 -1.24 0.21
H 1.41142 1.28612 -1.62266 0.35 -0.60 -0.44 0.32
H 2.87764 -1.00096 -0.11654 -2.00 1.16 -0.68 0.35
H -1.99084 -1.34954 1.87797 2.32 4.70 -2.07 0.38
H -1.80495 0.93897 0.18968 -0.16 -0.04 -0.09 0.36
H -2.56290 -0.08227 1.22132 -0.19 0.30 0.14 0.33

=====

(8)
11
Properties=species:S:1:pos:R:3:forces:R:3:mulliken_charge:R:1 method="wB97M-V/def2-TZVPD" smiles="C=NC.S" orbital_gap_ev=10.521 multiplicity=1
S 4.05153 -0.48903 1.66361 0.18 1.77 3.14 -0.31
H 2.95919 -1.16747 1.76717 -1.25 -0.99 -0.30 0.14
C -0.43167 0.44676 -1.16059 -0.58 -1.31 -0.75 -0.62
C -2.43133 -0.14323 -0.22014 0.67 -0.59 -1.02 -0.21
N -1.21086 -0.54380 -0.36173 -2.33 2.15 0.58 -0.38
H 0.43200 0.76832 -0.62775 0.58 0.37 0.58 0.23
H -0.08455 -0.26158 -1.90091 0.56 0.45 -0.84 0.24
H -0.95537 1.31638 -1.67230 0.22 -1.08 0.91 0.31
H -2.72057 0.77708 -0.73981 -0.21 0.11 0.35 0.18
H -3.29732 -0.70298 0.18840 1.11 -0.09 0.20 0.25
H 3.68894 -0.00043 3.06405 1.06 -0.78 -2.85 0.16